# 1
116
Properties=species:S:1:pos:R:3:lowdin_charge:R:1 method="wB97M-V/def2-TZVPD" gap_ev=10.34 e_homo_ev=-10.369 lumo_ev=-0.0279
C 3.038 -2.918 2.057 -0.097
C 2.492 -1.494 1.770 -0.238
C 1.520 -1.400 0.577 -0.233
C 0.041 -1.117 0.990 -0.195
C -0.600 -0.220 -0.079 -0.220
C -1.919 0.425 0.342 -0.202
C -3.065 -0.572 0.627 -0.183
C -4.020 0.028 1.698 -0.191
C -4.407 -1.021 2.741 -0.165
C -5.340 -2.130 2.216 -0.137
O -6.019 -1.777 0.984 0.056
C -6.036 -2.761 0.112 -0.695
O -5.843 -2.553 -1.022 0.063
O -6.276 -3.986 0.543 0.133
H 2.877 -3.218 3.092 0.060
H 4.124 -2.911 1.935 0.057
H 2.658 -3.675 1.373 0.063
H 3.361 -0.873 1.530 0.085
H 2.085 -1.070 2.688 0.095
H 1.883 -0.566 -0.051 0.019
H 1.515 -2.283 -0.064 0.103
H -0.440 -2.100 0.979 0.103
H -0.027 -0.721 2.003 0.109
H -0.660 -0.780 -1.014 0.067
H 0.110 0.592 -0.268 0.094
H -2.250 1.047 -0.499 0.103
H -1.735 1.123 1.150 0.100
H -3.658 -0.618 -0.279 0.041
H -2.731 -1.568 0.913 0.108
H -4.897 0.483 1.239 0.113
H -3.536 0.840 2.246 0.101
H -4.905 -0.520 3.572 0.106
H -3.506 -1.491 3.135 0.113
H -4.802 -3.072 2.136 0.113
H -6.115 -2.295 2.967 0.126
H -6.162 -4.553 -0.228 0.049
C 4.464 0.754 -1.789 -2.000
Cl 4.015 -0.942 -1.935 0.532
Cl 5.979 0.838 -0.864 0.464
Cl 4.727 1.431 -3.399 0.548
Cl 3.169 1.642 -0.968 0.560
C -5.572 -7.848 -1.169 -2.014
Cl -5.351 -6.229 -1.855 0.544
Cl -7.296 -8.229 -1.093 0.502
Cl -4.748 -9.032 -2.187 0.546
Cl -4.886 -7.880 0.458 0.513
C 9.472 3.709 -0.434 -1.969
Cl 10.785 2.525 -0.579 0.473
Cl 9.625 4.895 -1.734 0.548
Cl 7.942 2.829 -0.619 0.479
Cl 9.609 4.546 1.133 0.482
C -3.379 -1.823 -3.696 -1.980
Cl -4.027 -0.414 -2.854 0.589
Cl -4.275 -3.271 -3.229 0.540
Cl -3.533 -1.568 -5.440 0.489
Cl -1.671 -2.026 -3.280 0.541
C 0.931 6.782 3.493 -2.031
Cl 1.783 8.162 2.789 0.509
Cl -0.787 7.175 3.639 0.530
Cl 1.132 5.361 2.454 0.495
Cl 1.595 6.429 5.091 0.477
C 12.777 3.489 3.691 -2.023
Cl 11.955 2.980 2.215 0.439
Cl 11.673 4.468 4.669 0.526
Cl 13.279 2.067 4.615 0.531
Cl 14.199 4.450 3.267 0.518
C 5.081 5.085 3.157 -2.030
Cl 5.286 5.848 4.740 0.516
Cl 3.998 3.694 3.312 0.509
Cl 4.396 6.261 2.028 0.505
Cl 6.660 4.573 2.557 0.503
C -3.271 2.261 -7.545 -2.037
Cl -3.278 1.373 -6.019 0.487
Cl -1.812 3.257 -7.646 0.523
Cl -3.294 1.113 -8.892 0.523
Cl -4.699 3.301 -7.631 0.489
C 15.322 3.629 -0.572 -2.036
Cl 15.604 5.301 -0.071 0.516
Cl 15.870 3.413 -2.240 0.527
Cl 16.218 2.536 0.490 0.522
Cl 13.594 3.268 -0.466 0.454
C -7.243 6.792 -6.794 -2.040
Cl -7.893 7.889 -8.018 0.529
Cl -5.567 7.231 -6.440 0.523
Cl -8.206 6.916 -5.319 0.497
Cl -7.300 5.132 -7.400 0.498
C -2.590 -7.304 4.041 -2.054
Cl -3.254 -6.255 2.783 0.491
Cl -0.925 -6.826 4.390 0.527
Cl -3.566 -7.156 5.507 0.526
Cl -2.619 -8.980 3.480 0.522
C 6.776 -4.263 -1.267 -2.050
Cl 5.236 -4.871 -1.890 0.516
Cl 7.212 -5.155 0.196 0.523
Cl 8.035 -4.482 -2.488 0.527
Cl 6.615 -2.547 -0.886 0.481
C -2.173 -5.741 -5.754 -2.043
Cl -2.583 -5.986 -4.052 0.481
Cl -0.958 -4.467 -5.895 0.515
Cl -1.528 -7.245 -6.427 0.525
Cl -3.625 -5.271 -6.645 0.521
C -8.323 8.347 -1.270 -2.053
Cl -9.855 7.640 -1.802 0.516
Cl -7.732 7.473 0.148 0.523
Cl -7.140 8.226 -2.575 0.494
Cl -8.572 10.047 -0.854 0.523
C 1.644 5.692 8.999 -2.051
Cl -0.060 5.679 8.533 0.522
Cl 1.875 4.668 10.421 0.527
Cl 2.623 5.073 7.662 0.485
Cl 2.141 7.346 9.374 0.527
C -11.294 -9.613 -1.493 -2.049
Cl -10.170 -8.837 -0.368 0.486
Cl -12.905 -9.668 -0.770 0.527
Cl -11.351 -8.687 -2.996 0.527
Cl -10.742 -11.257 -1.833 0.526



# 2
18
Properties=species:S:1:pos:R:3:mulliken_spin:R:1 method="wB97M-V/def2-TZVPD" charge=-1 gap_ev="3.19 / 6.77" s_squared=0.753 e_homo_ev="0.527 / -3.087" spin_multiplicity=2 lumo_ev="3.7154 / 3.6820" e_above_lowest_kcal_mol=30.6
O -1.721 -1.981 1.967 0.208
C -1.668 -2.282 0.730 0.638
C -0.548 -1.900 -0.181 -0.340
C -0.651 -0.418 -0.667 0.091
C 0.322 0.474 0.069 0.088
C 0.739 1.798 -0.460 0.054
N 1.854 2.302 0.447 0.000
H -2.309 -3.109 0.286 0.024
H 0.446 -2.054 0.334 0.049
H -0.499 -2.683 -0.955 0.001
H -1.564 0.144 -0.838 0.102
H -0.223 -0.597 -1.717 0.046
H 1.276 -0.025 0.289 0.048
H -0.133 0.565 1.071 0.033
H -0.020 2.568 -0.625 -0.021
H 1.234 1.682 -1.452 -0.017
H 1.520 2.212 1.404 -0.001
H 1.946 3.304 0.300 -0.002



# 3
101
Properties=species:S:1:pos:R:3:lowdin_charge:R:1 method="wB97M-V/def2-TZVPD" gap_ev=8.31 e_homo_ev=-8.612 lumo_ev=-0.3024 e_above_lowest_kcal_mol=4.5
C -5.425 0.290 2.741 -0.040
C -4.927 1.608 2.085 -0.218
O -3.905 1.410 1.107 -0.132
H -6.193 0.575 3.320 0.027
H -4.658 -0.198 3.351 0.072
H -5.754 -0.414 1.947 0.085
H -4.412 2.146 2.846 0.100
H -5.700 2.155 1.605 0.115
H -3.075 1.279 1.550 0.057
C 1.028 0.621 -4.611 -0.041
C -0.470 0.945 -4.380 -0.241
O -0.678 1.444 -3.065 -0.151
H 1.640 1.493 -4.455 0.059
H 1.230 0.229 -5.615 0.091
H 1.303 -0.163 -3.987 0.036
H -1.231 0.115 -4.543 0.138
H -0.775 1.732 -4.989 0.090
H -1.615 1.485 -2.787 0.091
C -0.473 1.518 5.174 -0.072
C -1.458 0.684 4.379 -0.306
O -1.318 0.822 2.970 -0.137
H -0.462 1.146 6.222 0.091
H -0.699 2.589 5.143 0.071
H 0.558 1.324 4.727 0.091
H -2.488 0.907 4.622 0.099
H -1.365 -0.347 4.676 0.099
H -1.176 1.732 2.581 0.125
C 1.253 -1.785 4.745 -0.740
O 1.130 -1.551 6.077 -0.121
N 0.600 -2.695 4.218 0.168
N 1.952 -1.136 3.885 0.182
H 0.050 -3.386 4.769 0.154
H 0.469 -2.697 3.155 0.110
H 2.329 -0.368 4.410 0.113
H 1.494 -0.801 3.038 0.078
C -1.016 -2.181 -1.647 -0.552
O -1.887 -1.126 -1.812 -0.127
N 0.265 -2.050 -1.321 0.163
N -1.433 -3.434 -1.614 0.170
H 0.668 -1.043 -1.198 0.087
H 0.839 -2.844 -1.527 0.113
H -2.329 -3.759 -2.038 0.151
H -0.705 -4.147 -1.399 0.141
C -5.357 -0.447 -1.316 -0.627
O -6.520 0.040 -0.702 -0.162
N -4.207 -0.428 -0.736 0.143
N -5.346 -1.216 -2.390 0.112
H -4.196 0.139 0.142 0.061
H -3.284 -0.667 -1.154 0.044
H -6.230 -1.261 -2.997 0.144
H -4.473 -1.607 -2.853 0.122
C 0.910 0.321 0.065 -0.626
O 1.728 0.126 1.145 -0.095
N -0.383 0.446 0.232 0.204
N 1.292 0.481 -1.151 0.159
H -0.666 0.120 1.169 0.088
H -1.024 0.581 -0.544 0.091
H 2.380 0.431 -1.318 0.144
H 0.696 0.757 -1.943 0.091
C -1.778 -2.178 1.804 -0.141
O -0.453 -2.530 1.494 -0.159
H -2.157 -1.321 1.271 0.054
H -1.768 -1.905 2.825 0.056
H -2.452 -3.016 1.559 0.100
H -0.463 -2.497 0.509 0.041
C -2.074 3.308 -0.669 -0.189
O -2.812 2.357 -1.316 -0.125
H -1.213 2.843 -0.098 0.073
H -2.750 4.017 -0.084 0.115
H -1.439 3.851 -1.404 0.080
H -3.423 2.000 -0.671 0.040
C 2.931 -2.662 0.835 -0.206
O 3.987 -3.527 1.080 -0.111
H 2.854 -2.266 -0.208 0.066
H 3.035 -1.775 1.492 0.063
H 1.984 -3.057 1.247 0.070
H 3.938 -4.213 0.365 0.086
C 3.694 3.297 0.393 -0.203
O 3.420 2.445 1.435 -0.098
H 3.194 2.897 -0.431 0.005
H 4.757 3.227 0.030 0.094
H 3.362 4.343 0.509 0.094
H 2.811 1.782 1.083 0.024
C 4.921 -3.366 -2.401 -0.158
O 4.069 -2.397 -2.861 -0.100
H 5.125 -3.949 -3.307 0.098
H 4.267 -3.925 -1.788 0.045
H 5.775 -3.080 -1.836 0.086
H 4.079 -1.636 -2.356 -0.024
C 1.735 3.463 -2.381 -0.241
O 0.658 3.849 -3.095 -0.076
H 2.445 4.256 -2.208 0.082
H 2.408 2.605 -2.717 0.081
H 1.394 3.138 -1.401 0.061
H 0.126 3.050 -3.085 0.020
C 5.023 0.539 -2.602 -0.087
O 4.110 0.176 -1.570 -0.147
H 5.769 -0.187 -2.750 0.074
H 5.443 1.478 -2.416 0.070
H 4.376 0.570 -3.499 0.106
H 4.635 0.033 -0.801 0.096



# 4
13
Properties=species:S:1:pos:R:3:lowdin_charge:R:1 method="wB97M-V/def2-TZVPD" gap_ev=8.53 e_homo_ev=-7.868 lumo_ev=0.6569 e_above_lowest_kcal_mol=152.5
C -0.306 -1.333 -0.273 -0.365
C 0.760 -1.632 0.432 -0.029
C -1.728 -0.824 -0.303 -0.137
C -1.227 0.532 0.304 -0.114
C 0.099 0.078 -0.375 -0.371
P 1.876 0.005 -0.109 0.736
H -2.078 -0.713 -1.313 0.105
H -2.452 -1.376 0.256 0.092
H -1.557 1.336 -0.264 0.069
H -1.295 0.539 1.440 0.139
H 2.501 -0.499 -1.268 0.008
H 3.053 -0.203 0.628 -0.054
H 2.115 1.310 -0.117 -0.080



M, respectively: 2663.46 101.15 602.73 98.08 g mol⁻¹.